[1]
DFT (the ωB97M-V functional and the def2-TZVPD basis) results for one molecule with the formula C5H10N2O2S.

Each line ends with the Löwdin charge.
CARTESIAN COORDINATES (ANGSTROEM)
H 0.7774 -0.6264 -2.3585  0.093
O -0.3364 1.9940 2.3021  -0.327
C -1.6206 0.3729 0.8209  -0.230
H 2.2639 1.0093 0.8312  0.072
C -1.9245 1.3362 -0.0166  -0.057
H -1.4095 2.2410 -0.3405  0.076
H 1.0220 1.3467 -0.5767  0.126
H -0.6917 -1.2674 -2.9332  0.080
H -0.1390 -1.9850 0.6756  0.108
C 1.5911 -0.7751 -0.0131  -0.183
S 0.0069 0.7390 1.7019  0.647
H 2.1187 -0.8355 -1.0552  0.122
O 0.5405 -0.2599 2.5811  -0.336
C 0.1907 -1.4123 -0.1789  -0.297
H 2.2884 -1.1935 0.7639  0.121
H -2.2065 -0.5543 1.2120  0.140
N -0.2663 -0.7174 -2.2099  0.026
N -0.5981 -1.4023 -1.0900  -0.068
H -2.9612 1.2593 -0.4789  0.091
C 1.3542 0.7305 0.3629  -0.203

Output
HOMO-LUMO gap: 0.3785 hartree
energy relative to the best compared isomer or geometry (same formula, charge and spin): 3.392 eV
2S+1: 1
total energy: -854.54224 a.u.
SMILES: C=CS(=O)(=O)CC/C=N\N
HOMO energy: -9.587 eV
net charge: 0

=====

[2]
DFT (the ωB97M-V functional and the def2-TZVPD basis) results for one molecule with the formula C5H10N2O3.

Each line ends with the Löwdin charge.
CARTESIAN COORDINATES (ANGSTROEM)
C 0.6834 -0.0126 0.2764  -0.414
H 1.5299 -0.6949 2.2288  0.118
C -0.6608 -0.2081 -0.5431  -0.367
H -2.7087 0.2657 -0.4476  0.075
O 2.9728 -0.0147 -0.1838  0.091
C 0.5556 -0.8242 1.5806  -0.019
H -0.2021 -0.2334 2.1802  0.102
N 0.9532 1.4005 0.4727  0.063
O 1.5480 1.7438 1.5075  0.054
H -2.2519 -0.8818 0.8718  0.100
C -1.9124 0.0106 0.2550  -0.085
H -0.8733 1.7543 -1.5063  0.091
H -0.5933 -1.2173 -0.8314  0.114
H -1.7882 0.9277 0.9796  0.121
N 1.9057 -0.5256 -0.5182  -0.311
C -0.5892 0.7234 -1.7759  -0.052
O 1.7427 -1.3423 -1.4097  0.097
H 0.3993 0.7274 -2.1105  0.047
H 0.5710 -1.9024 1.4667  0.091
H -1.2819 0.3040 -2.4928  0.085

Output
HOMO-LUMO gap: 0.3238 hartree
energy relative to the best compared isomer or geometry (same formula, charge and spin): 7.303 eV
2S+1: 1
total energy: -531.53665 a.u.
SMILES: CC(C)[C@](C)(N=O)[N+](=O)[O-]
HOMO energy: -9.894 eV
net charge: 0